Entry 1:
The following is a quantum chemistry calculation of 3 unconnected molecules or ions with the total composition C16H43BN4O6PS, from the Open Molecules 2025 dataset.

Structure (XYZ):
```
72
Properties=species:S:1:pos:R:3:forces:R:3
C -1.366 3.960 2.587 0.3 0.2 -0.1
O -0.761 2.844 3.295 -0.8 -0.2 -0.2
B -1.249 2.410 4.436 0.3 0.2 0.4
O -1.564 3.115 5.545 0.4 0.0 0.1
S -1.768 0.548 4.618 0.2 -0.2 -0.1
C -1.341 -0.527 3.194 -0.1 -0.4 -0.2
C -0.295 -0.030 2.222 0.4 0.2 0.1
C 1.091 -0.589 2.371 0.1 -0.2 -0.1
N -0.631 0.762 1.300 0.0 0.0 0.1
P -0.492 -0.197 6.314 -0.3 -0.1 0.2
N -1.323 -0.565 7.538 0.5 -0.1 0.1
H -2.384 4.141 2.930 0.1 -0.1 0.1
H -0.762 4.849 2.751 0.0 0.0 0.0
H -1.374 3.679 1.537 0.0 0.0 0.0
H -1.147 2.942 6.401 -0.4 0.0 -0.2
H -1.023 -1.464 3.656 0.0 0.0 0.0
H -2.283 -0.733 2.687 0.0 0.2 0.0
H 1.393 -0.771 3.405 0.0 0.2 0.0
H 1.805 0.059 1.863 0.1 0.0 0.2
H 1.116 -1.565 1.872 0.0 0.0 0.1
H 0.205 0.973 0.744 -0.2 0.2 -0.1
H 0.273 -1.135 5.603 0.1 0.1 -0.1
H 0.297 0.950 6.439 0.0 0.1 0.0
H -1.345 -1.537 7.822 -0.4 0.1 0.0
C 6.664 2.920 -2.312 0.1 0.0 0.0
O 5.548 2.715 -3.155 -0.1 0.0 0.1
C 5.511 1.446 -3.795 0.0 0.0 -0.1
C 4.361 0.615 -3.273 0.0 0.0 0.0
N 4.590 0.217 -1.891 -0.1 0.2 0.0
C 3.455 -0.414 -1.238 0.1 0.0 0.1
C 2.188 0.412 -1.063 -0.3 -0.3 0.0
O 2.296 1.478 -0.132 0.0 0.0 0.0
C 2.807 2.699 -0.649 0.0 0.0 0.0
H 6.647 3.965 -2.009 0.0 0.0 0.0
H 6.635 2.291 -1.415 0.0 0.0 0.0
H 7.603 2.724 -2.838 0.0 0.0 0.0
H 6.460 0.920 -3.660 0.0 0.0 0.0
H 5.364 1.615 -4.865 0.0 0.0 0.0
H 4.260 -0.283 -3.889 0.0 0.0 0.0
H 3.445 1.210 -3.402 0.0 0.0 -0.1
H 4.873 1.030 -1.359 0.0 0.0 0.0
H 3.783 -0.736 -0.245 0.0 0.0 0.0
H 3.193 -1.320 -1.794 0.0 0.0 0.0
H 1.419 -0.250 -0.646 0.0 -0.1 -0.1
H 1.794 0.767 -2.022 0.1 0.1 0.0
H 2.523 2.834 -1.695 0.0 0.0 0.0
H 3.895 2.753 -0.571 0.0 0.0 0.0
H 2.379 3.508 -0.058 0.0 0.0 0.0
C -5.888 -3.218 -3.315 0.0 0.0 -0.1
O -4.616 -2.745 -3.711 0.0 0.0 0.1
C -4.442 -1.340 -3.607 0.0 0.1 -0.1
C -3.440 -1.000 -2.527 0.0 0.0 0.0
N -3.970 -1.301 -1.206 0.1 -0.1 -0.1
C -3.003 -1.192 -0.126 -0.2 0.0 0.0
C -1.821 -2.156 -0.123 0.0 0.0 0.1
O -2.183 -3.497 0.131 0.0 0.0 0.0
C -2.581 -4.256 -1.000 0.1 0.0 0.0
H -5.933 -4.273 -3.580 0.0 0.0 0.0
H -6.056 -3.118 -2.236 0.0 0.0 0.0
H -6.690 -2.690 -3.839 0.0 0.0 0.0
H -5.400 -0.847 -3.414 0.0 0.0 0.0
H -4.061 -0.979 -4.566 0.0 0.0 0.0
H -3.207 0.068 -2.581 0.0 0.0 0.0
H -2.516 -1.553 -2.754 0.0 0.0 0.0
H -4.361 -2.234 -1.214 0.0 0.0 0.0
H -3.547 -1.357 0.812 0.0 0.0 0.0
H -2.630 -0.165 -0.096 0.1 0.0 0.0
H -1.173 -1.869 0.710 0.0 -0.1 0.0
H -1.207 -2.088 -1.030 -0.1 0.0 -0.1
H -2.054 -3.932 -1.902 0.0 0.0 0.0
H -3.656 -4.195 -1.183 0.0 0.0 0.0
H -2.328 -5.295 -0.797 0.0 0.0 0.0
```
Forces are in eV/Å.

Values from the calculation:
**Net charge**: +1
**Gap between HOMO and LUMO**: 6.94 eV
**Max |F|**: 0.0157 Eh/bohr
**Calculated total energy**: -56326.520 eV

***

Entry 2:
The following is a quantum chemistry calculation of a molecular structure, C16H43Li2N14O15, from the Open Molecules 2025 dataset.

Structure (XYZ):
```
90
Properties=species:S:1:pos:R:3:forces:R:3
Li -6.351 1.134 0.476 0.0 0.9 0.7
Li -3.910 2.942 1.448 -0.9 0.0 -0.3
C -2.814 -0.696 -0.266 1.1 -1.7 -1.7
C -2.994 0.538 0.261 -1.3 2.3 2.7
C -1.783 1.523 0.179 -4.2 5.5 3.3
O -1.819 2.800 0.606 -2.2 -4.1 -0.3
C -0.636 1.186 -0.339 3.4 -2.8 -2.3
C -0.395 -0.056 -1.012 1.9 -0.3 0.1
C -1.560 -1.126 -0.868 0.9 -0.3 -0.9
O -1.463 -2.277 -1.274 0.5 1.6 0.1
O 0.710 -0.225 -1.615 -3.2 -0.8 1.3
O -4.093 0.745 0.919 2.5 1.0 -1.6
H -3.627 -1.399 -0.375 0.1 -0.1 0.4
H 0.132 1.945 -0.358 0.3 -0.1 0.0
O -5.988 2.790 1.458 0.2 -0.5 -0.3
H -6.729 3.335 1.790 0.9 -0.4 -0.3
O -6.243 -0.705 -0.451 -0.1 0.6 0.1
H -5.330 -0.491 -0.260 0.6 -0.1 0.1
H -6.224 -1.625 -0.714 -0.4 -0.2 -0.1
O -3.308 -3.911 -0.241 -0.5 -0.3 0.5
H -2.597 -3.309 -0.458 0.2 -0.1 -0.2
H -4.078 -3.539 -0.671 -0.2 -0.2 -0.2
C 0.761 5.546 1.159 1.6 5.0 -2.1
O 1.484 6.562 1.073 -0.2 -1.7 1.4
N 0.575 4.629 2.027 1.3 -3.0 5.8
N -0.134 5.338 0.235 -2.4 0.2 -4.4
H -0.210 4.006 1.906 0.2 0.2 0.4
H 0.874 4.843 2.968 0.2 -0.6 0.0
H -0.407 4.373 0.114 -0.5 0.4 -0.7
H -0.027 5.989 -0.530 -0.3 -0.6 -0.4
C -3.069 -0.066 4.766 1.0 -1.6 3.7
O -2.540 -0.352 5.852 -0.4 0.8 -1.3
N -3.254 1.164 4.329 0.9 4.0 0.0
N -3.616 -0.938 3.965 -1.6 -2.4 -2.6
H -3.529 1.435 3.395 0.0 -0.4 0.4
H -2.725 1.834 4.869 -0.2 0.3 -0.2
H -4.040 -0.522 3.148 -0.3 -0.7 0.1
H -3.964 -1.832 4.282 0.5 0.2 0.0
C 4.061 -3.141 -0.727 0.6 -3.5 1.9
O 3.453 -3.138 0.299 -2.2 0.0 3.9
N 4.897 -4.090 -1.054 2.4 -1.8 -0.7
N 3.828 -2.326 -1.651 -1.0 4.0 -3.8
H 5.167 -4.783 -0.370 0.2 0.1 -0.6
H 5.238 -3.987 -1.999 0.5 -1.2 0.5
H 3.133 -1.689 -1.290 0.6 1.2 -1.1
H 4.607 -2.192 -2.280 -0.8 1.1 -0.3
C 0.484 -2.753 1.930 1.1 -0.1 3.4
O -0.542 -2.457 2.541 -0.9 1.0 -0.7
N 1.707 -2.634 2.541 -0.7 0.0 -0.3
N 0.516 -3.370 0.767 -0.3 -0.4 -1.9
H 2.499 -3.095 2.117 0.2 0.5 0.3
H 1.716 -2.096 3.396 0.3 -0.4 -0.2
H -0.366 -3.406 0.277 0.6 -0.3 0.0
H 1.418 -3.363 0.313 -0.1 -0.3 -0.5
C 0.903 -4.181 -3.292 0.4 -1.0 -0.8
O 1.434 -5.006 -3.968 1.9 -2.4 -2.0
N 1.270 -2.930 -3.333 0.7 3.4 -0.2
N -0.090 -4.476 -2.509 -3.0 -0.4 2.7
H 2.012 -2.742 -3.992 -0.2 0.4 0.4
H 0.867 -2.248 -2.707 0.5 0.1 -0.3
H -0.557 -3.722 -2.027 0.0 -0.8 0.0
H -0.268 -5.448 -2.299 -0.1 0.4 -0.1
C -0.693 1.373 -4.381 -2.7 -0.7 -4.9
O -1.243 1.767 -5.422 1.0 0.3 0.5
N -0.233 0.188 -4.217 1.9 -5.5 -0.5
N -0.659 2.015 -3.284 -0.2 5.5 4.2
H 0.214 -0.072 -3.349 0.1 0.0 -0.6
H -0.216 -0.480 -4.974 -0.1 0.2 0.1
H -0.547 1.662 -2.345 0.3 0.4 -0.9
H -0.685 3.004 -3.488 -0.4 0.2 1.0
C 1.206 0.833 3.136 -0.2 2.3 6.8
O 1.970 1.369 3.923 0.8 0.5 0.3
N -0.051 0.592 3.439 -3.9 0.3 0.8
N 1.490 0.347 2.025 2.6 -2.0 -6.6
H -0.552 -0.065 2.858 -0.2 -0.2 0.6
H -0.511 1.045 4.216 0.3 -0.4 -0.1
H 0.736 0.534 1.380 0.9 -0.5 -0.7
H 2.471 0.453 1.809 -0.2 0.0 -1.0
C 3.317 2.886 -0.275 0.8 -0.8 -0.3
C 3.400 1.683 -1.287 2.8 3.0 -0.7
C 4.775 1.506 -1.956 -0.1 2.0 -0.6
O 3.101 0.523 -0.683 -1.5 -2.1 1.3
H 2.330 2.818 0.182 0.0 0.4 0.2
H 3.560 3.886 -0.633 -0.6 0.0 -0.7
H 4.085 2.810 0.496 -0.2 -0.7 0.3
H 2.708 1.923 -2.094 -0.3 -0.1 -0.2
H 4.856 0.676 -2.658 -0.2 -0.2 0.3
H 5.666 1.604 -1.335 -0.3 -0.5 0.5
H 4.838 2.409 -2.563 0.3 0.1 -0.5
H 2.203 0.394 -0.998 -0.4 -0.9 0.5
```
Forces are in eV/Å.

Values from the calculation:
**⟨S²⟩**: 0.77
**Gap between HOMO and LUMO (spin up / spin down)**: 5.59 / 3.48 eV
**Spin multiplicity**: 2
**Max |F|**: 0.1491 Eh/bohr
**Calculated total energy**: -69275.931 eV

***

Entry 3:
The following is a quantum chemistry calculation of a molecular structure, C16H44AlB3O8S4, from the Open Molecules 2025 dataset.

Structure (XYZ):
```
76
Properties=species:S:1:pos:R:3:forces:R:3
Al -1.158 0.152 -0.217 0.0 -0.2 0.1
B -4.693 -1.861 0.815 -0.3 -2.5 -1.4
H -3.773 -2.188 0.356 4.2 -1.8 -0.9
H -5.149 -1.046 0.274 -2.9 4.1 -1.3
H -5.372 -2.680 0.997 -2.6 -3.0 -0.4
H -4.440 -1.397 1.756 1.9 3.5 3.7
B 1.910 0.420 2.551 -0.2 0.2 0.1
H 1.140 1.165 2.675 -2.6 3.7 0.6
H 2.394 0.662 1.617 1.0 0.6 -4.6
H 2.623 0.490 3.358 2.0 0.1 4.1
H 1.613 -0.617 2.524 -0.4 -4.6 -0.4
B -4.069 0.361 -3.539 1.0 1.0 -1.8
H -4.233 -0.546 -2.978 -0.9 -3.6 4.1
H -3.108 0.772 -3.268 4.5 0.5 1.0
H -4.122 0.196 -4.604 -0.1 0.3 -4.2
H -4.869 1.023 -3.244 -4.4 1.7 1.2
C 7.111 0.119 -1.467 0.4 -1.8 0.4
C 6.449 1.285 -2.086 -1.7 0.4 -1.5
C 5.235 0.683 -2.894 -0.9 0.1 -0.4
S 4.657 -0.834 -2.088 -1.2 2.5 1.2
O 4.956 -1.924 -2.993 -0.3 -0.1 0.8
O 3.266 -0.551 -1.586 3.0 -1.2 -0.8
C 5.990 -0.667 -0.768 -0.3 -0.5 -0.5
H 7.912 0.355 -0.767 -0.2 0.2 0.2
H 7.573 -0.528 -2.213 0.0 0.0 -0.2
H 7.093 1.875 -2.739 0.0 0.0 0.0
H 6.042 1.937 -1.313 0.0 0.1 0.0
H 5.317 0.345 -3.927 1.2 0.1 -0.1
H 4.317 1.260 -3.008 0.2 0.6 0.7
H 6.239 -1.690 -0.484 0.1 0.2 0.2
H 5.648 -0.042 0.057 -0.5 -0.4 0.1
C -1.979 -7.215 2.140 -2.0 -1.4 -1.1
C -1.107 -6.743 3.187 3.4 2.0 2.3
C -0.312 -5.418 2.842 -0.2 -1.5 -0.5
S -0.114 -5.567 1.052 0.5 0.0 -1.1
O 1.069 -6.332 0.652 -0.9 0.8 0.9
O -0.325 -4.248 0.466 0.0 -0.9 0.2
C -1.546 -6.683 0.759 -0.8 1.6 0.8
H -2.993 -6.923 2.414 -0.2 0.4 -0.7
H -2.060 -8.297 2.241 0.3 -0.2 -0.5
H -0.334 -7.496 3.339 0.1 0.0 0.4
H -1.549 -6.471 4.145 -0.4 -0.7 0.0
H 0.677 -5.465 3.299 0.0 0.2 -0.1
H -0.826 -4.499 3.122 0.0 -0.1 -0.4
H -1.388 -7.303 -0.124 0.2 -0.2 0.5
H -2.350 -5.971 0.575 0.1 0.1 -0.8
C -0.173 4.511 -7.452 0.9 -0.5 -0.9
C -1.682 4.098 -7.416 0.3 0.5 2.5
C -1.851 3.359 -6.029 0.1 -1.3 -0.7
S -0.365 3.595 -4.973 0.8 -3.7 -1.6
O -0.034 2.389 -4.169 -0.7 2.1 -1.3
O -0.479 4.849 -4.338 0.1 1.9 0.9
C 0.728 3.675 -6.503 -2.4 0.3 0.5
H 0.195 5.526 -7.304 -1.1 0.3 -0.2
H 0.093 4.195 -8.460 0.6 0.5 -0.1
H -1.870 3.446 -8.269 -0.1 -0.2 0.4
H -2.419 4.900 -7.459 0.4 0.3 -0.2
H -1.873 2.302 -6.294 0.3 -0.2 0.4
H -2.738 3.462 -5.403 0.0 0.7 -0.2
H 0.695 2.651 -6.876 0.8 -0.1 0.4
H 1.682 4.177 -6.344 0.0 -0.6 0.2
C -2.426 3.681 7.131 -0.4 -1.5 -0.6
C -0.937 3.235 7.222 -0.6 1.3 1.3
C -0.501 2.715 5.884 -1.5 0.2 -0.8
S -1.869 1.595 5.473 -0.7 -2.8 -0.3
O -1.529 0.280 6.098 -0.7 2.4 -1.2
O -2.312 1.620 4.051 1.1 0.2 2.4
C -3.172 2.426 6.503 0.4 1.1 -0.5
H -2.570 4.552 6.491 0.3 -0.2 -0.4
H -2.833 4.020 8.084 0.1 -0.5 0.2
H -0.873 2.532 8.052 0.3 -0.2 -0.2
H -0.402 4.142 7.505 0.5 -0.2 0.0
H 0.457 2.220 5.725 -0.2 0.0 0.2
H -0.692 3.535 5.192 0.6 0.0 -0.4
H -3.650 1.701 7.162 0.7 0.0 0.3
H -3.961 2.713 5.808 0.2 0.1 -0.2
```
Forces are in eV/Å.

Values from the calculation:
**Gap between HOMO and LUMO**: 1.91 eV
**Max |F|**: 0.1079 Eh/bohr
**Calculated total energy**: -85629.357 eV

***

Number 2 is which compound? C16H43Li2N14O15